An isolated molecule of C4H5NO2. Source: OMol25; level of theory: wB97M-V/def2-TZVPD.

Gap between HOMO and LUMO   10.5457 eV
Relative energy (zero: lowest compared OMol25 entry of this formula, charge and spin)   46.5 kcal per mole
Structure (SMILES)   O=C[C@H]1CN1C=O
E_HOMO   -10.01 eV

Each atom is followed by the atoms it is bonded to, with distances in Å.
Geometry (Å):
1 O 1.5101 -1.4756 -0.6901  C2 1.210
2 C 1.4539 -0.2675 -0.6712  O1 1.210, C3 1.504, H8 1.111
3 C 0.6899 0.5070 0.3678  C2 1.504, C4 1.490, N5 1.447, H9 1.091
4 C -0.5939 1.1784 0.0185  C3 1.490, N5 1.445, H10 1.088, H11 1.086
5 N -0.5728 0.0123 0.8710  C3 1.447, C4 1.445, C6 1.405
6 C -1.1550 -1.1759 0.3985  N5 1.405, O7 1.207, H12 1.100
7 O -2.0604 -1.1948 -0.3990  C6 1.207
8 H 2.0017 0.3430 -1.4210  C2 1.111
9 H 1.3284 0.9899 1.1088  C3 1.091
10 H -1.0083 1.0464 -0.9787  C4 1.088
11 H -0.8397 2.1144 0.5110  C4 1.086
12 H -0.7538 -2.0777 0.8844  C6 1.100